Density functional theory data (the ωB97M-V functional and the def2-TZVPD basis) for a molecular structure, C6H10N in a non-equilibrium geometry.

Structure (ORCA input):
```
! wB97M-V def2-TZVPD RIJCOSX def2/J DEFGRID3
* xyz 1 1
N -3.06850 0.12672 0.02289
C 2.06594 1.13338 -0.16281
C -3.94879 0.85838 0.03164
C 1.00735 -1.10205 -0.20731
C 1.89483 -0.21569 0.57664
C -0.78900 -0.43842 -0.14753
C -2.12857 -0.71239 0.17359
H -2.41182 -1.72708 0.37393
H 1.15247 1.63708 0.17612
H -0.54578 0.50866 -0.37957
H 2.83447 -0.71875 0.60895
H 2.83990 1.79580 0.21441
H -4.88090 1.19206 -0.33659
H 1.29826 -1.13743 -1.24679
H 1.72102 -0.03417 1.55336
H 0.89058 -2.15207 -0.01476
H 2.06852 0.98596 -1.23616
*
```

Computed properties:
- Highest occupied orbital energy: -0.5364 Ha
- E: -288.93193 a.u.
- Energy relative to the best compared isomer or geometry (same formula, charge and spin): 94.8 kcal per mole
- M: 96.2 g/mol
- Gap between HOMO and LUMO: 9.047 eV
- F_max: 8.4 eV/A

Atomic partial charges in e from the Mulliken method, atoms 1 to 6: 0.14 -1.04 0.04 -0.62 -0.43 -0.30